# C20H21BMoN6

C20H21BMoN6 as an isolated structure (wB97M-V/def2-TZVPD, the Open Molecules 2025 dataset).

Output
- 2S+1 = 3
- LUMO energy (spin up / spin down) (eV) = -6.9 / -10.0
- charge = +2
- gap between HOMO and LUMO (spin up / spin down) (hartree) = 0.240 / 0.147

XYZ file:
```
49
Properties=species:S:1:pos:R:3:forces:R:3
H 3.361 0.042 -1.084 -0.21 0.01 0.00
N 1.345 0.752 -1.433 1.29 1.06 0.34
B -0.666 2.149 -2.427 0.00 -0.08 -0.46
N 0.806 1.621 -2.369 0.37 -0.78 -0.43
C 1.725 1.799 -3.330 0.20 -0.05 0.72
Mo 0.444 -0.897 -0.667 0.56 3.00 3.04
H 1.467 2.273 -4.255 0.02 0.47 -0.09
C 2.928 1.211 -2.946 0.16 -0.02 -0.02
H 3.841 1.208 -3.512 0.10 0.06 -0.01
C 2.694 0.606 -1.724 -1.71 0.43 -0.93
H -0.899 2.548 -3.539 0.04 -0.14 0.24
C -1.665 1.775 4.469 -0.73 -1.25 -1.44
H -1.872 0.782 4.893 0.07 0.36 -0.10
H -0.922 1.661 3.667 -0.12 0.05 0.23
H -2.593 2.168 4.030 0.26 -0.09 0.20
N -0.933 3.419 -1.430 -0.77 1.98 -0.69
N -1.572 0.918 -2.116 0.44 -1.04 -0.16
N -0.591 3.169 -0.142 0.26 -0.87 1.22
N -1.329 -0.009 -1.108 -2.17 0.16 0.61
C -1.429 4.710 -1.492 0.99 -3.41 -2.00
C -2.587 0.453 -2.862 -0.15 -0.28 0.91
H -1.731 5.181 -2.423 0.05 -0.16 0.19
H -2.805 0.862 -3.827 -0.29 0.49 -0.08
C -1.435 5.214 -0.178 0.33 -0.31 2.32
C -3.168 -0.651 -2.230 0.22 0.21 0.11
C -0.926 4.168 0.637 -0.23 0.30 -1.08
C -2.409 -0.885 -1.092 1.08 1.20 -1.47
H -1.738 6.168 0.193 -0.19 0.50 -0.22
H -4.002 -1.223 -2.583 -0.22 -0.03 -0.03
H -0.776 4.076 1.691 0.04 0.32 0.36
H -2.512 -1.656 -0.343 0.16 0.07 0.02
H -1.310 2.421 5.212 0.52 0.93 1.07
C 0.987 -5.356 0.154 0.17 -0.09 0.59
C 0.599 -4.362 -0.742 0.00 1.00 0.09
C 0.644 -3.036 -0.325 -0.04 -2.05 -1.04
C 1.038 -2.677 0.988 0.15 0.79 0.42
C 1.004 -1.286 1.311 0.27 -0.16 0.24
C 1.389 -0.896 2.597 -0.19 0.09 -0.48
C 1.826 -1.877 3.542 -0.05 -0.62 -0.33
C 1.869 -3.233 3.213 -0.16 0.39 -0.27
C 1.453 -3.680 1.920 -0.11 -0.12 -0.57
C 1.426 -5.026 1.438 -0.09 -0.06 -0.14
H 0.938 -6.388 -0.186 0.14 0.17 0.30
H 0.273 -4.551 -1.759 0.10 -0.37 0.14
H 0.328 -2.432 -1.285 -0.18 -2.17 -0.37
H 1.361 0.167 2.878 0.06 -0.59 -0.04
H 2.142 -1.587 4.552 -0.18 0.04 -0.58
H 2.223 -3.981 3.932 -0.18 0.40 -0.23
H 1.758 -5.833 2.093 -0.11 0.24 -0.09
```
Forces are in eV/Å.


# C15H20BF4OSn

C15H20BF4OSn as an isolated structure (wB97M-V/def2-TZVPD, the Open Molecules 2025 dataset).

Output
- LUMO energy (eV) = 2.8
- relative energy (zero: lowest compared OMol25 entry of this formula, charge and spin) (kJ/mol) = 0.0
- charge = -1
- gap between HOMO and LUMO (hartree) = 0.230

XYZ file:
```
42
Properties=species:S:1:pos:R:3:forces:R:3
Sn 0.039 -0.222 1.586 0.11 0.05 -1.50
C 2.289 0.259 2.130 1.68 0.43 -0.87
C 2.585 -0.627 1.017 0.98 1.31 0.31
C 2.545 0.150 -0.167 0.43 -0.09 0.95
H 2.920 -1.659 1.106 -0.32 0.20 -0.04
C 2.249 1.495 0.175 -0.05 -0.40 0.25
C 2.087 1.584 1.575 0.57 -1.06 0.13
H 1.952 2.488 2.165 -0.21 -0.28 -0.20
H 2.440 0.025 3.182 -0.24 0.04 -0.30
H 2.821 -0.204 -1.158 -0.29 0.00 0.19
H 2.241 2.330 -0.524 -0.25 -0.21 0.19
C -2.286 0.209 1.690 -1.59 1.58 -0.76
C -1.790 1.523 2.084 -0.97 -0.32 -0.53
C -1.632 2.293 0.902 0.00 -0.67 0.20
H -1.733 1.882 3.108 0.23 -0.16 -0.28
C -2.004 1.496 -0.210 -0.37 -0.25 0.48
C -2.443 0.237 0.254 -0.46 0.54 1.14
H -2.919 -0.542 -0.339 0.45 0.09 0.12
H -2.674 -0.543 2.372 0.18 0.12 -0.13
H -1.345 3.341 0.854 0.14 -0.32 0.05
H -2.053 1.841 -1.243 0.17 -0.11 0.28
O -0.174 -0.984 -1.263 0.27 -0.69 -1.44
C -0.244 -0.661 -2.704 -0.08 -0.05 0.34
C 0.440 -1.993 -3.079 -0.05 0.12 0.24
C 0.523 0.603 -3.010 0.12 0.30 -0.13
C -1.686 -0.593 -3.159 -0.29 0.16 -0.08
C 0.415 -2.276 -1.582 -0.07 0.26 0.47
H 1.445 -1.901 -3.493 -0.13 0.01 -0.12
H -0.182 -2.672 -3.660 0.13 0.08 -0.17
H -0.251 -3.097 -1.294 0.18 0.04 0.13
H 1.398 -2.373 -1.115 -0.14 -0.12 0.12
H 0.437 0.854 -4.074 -0.02 -0.09 0.03
H 1.586 0.495 -2.772 -0.25 0.02 0.02
H 0.123 1.448 -2.434 0.08 -0.27 -0.02
H -1.750 -0.697 -4.249 0.06 0.03 0.09
H -2.136 0.367 -2.884 0.01 -0.20 0.03
H -2.270 -1.398 -2.698 0.12 0.12 -0.08
F -0.088 -1.491 3.485 -0.16 0.85 1.39
B -0.208 -0.464 4.679 0.24 0.00 -1.28
F 0.635 -0.914 5.655 -0.28 0.06 0.04
F 0.245 0.777 4.108 -0.32 -0.99 0.58
F -1.548 -0.387 4.983 0.38 -0.16 0.18
```
Forces are in eV/Å.


# C18H27N2NdO4P2S2

C18H27N2NdO4P2S2 as an isolated structure (wB97M-V/def2-TZVPD, the Open Molecules 2025 dataset).

Output
- 2S+1 = 4
- LUMO energy (spin up / spin down) (eV) = -6.9 / -6.8
- charge = +2
- gap between HOMO and LUMO (spin up / spin down) (hartree) = 0.297 / 0.300

XYZ file:
```
56
Properties=species:S:1:pos:R:3:forces:R:3
Nd 0.004 0.445 0.015 -0.24 0.01 1.32
P 2.399 -1.036 -0.255 -1.51 1.05 0.75
C 2.473 -1.352 -2.042 -0.01 -0.44 -0.25
C 1.131 -1.654 -2.748 0.18 0.48 0.11
N 0.006 -1.058 -2.252 -0.02 -0.39 -0.29
C -1.170 -1.286 -2.904 -0.24 0.26 0.35
C -1.263 -2.082 -4.055 0.21 0.31 0.30
C -0.094 -2.645 -4.580 0.02 0.32 0.49
C 1.123 -2.420 -3.924 -0.15 0.08 0.43
C -2.458 -0.696 -2.278 -0.17 -0.14 -0.71
P -2.318 0.851 -1.351 1.60 0.11 1.21
H 2.071 -2.834 -4.296 -0.58 0.18 0.17
H -2.245 -2.229 -4.523 0.57 0.02 0.20
H -0.131 -3.251 -5.482 0.02 0.11 0.14
H -3.169 -0.398 -3.057 -0.09 -0.86 -0.18
H -2.906 -1.438 -1.594 0.01 0.26 -0.39
H 2.937 -0.454 -2.500 -0.03 -0.61 0.08
H 3.137 -2.223 -2.089 0.08 0.23 -0.79
H 1.861 3.999 -2.929 0.74 0.04 -0.30
O 2.662 3.793 -3.453 -1.19 0.17 -0.02
H 2.424 4.162 -4.323 0.39 -0.19 0.36
H -1.447 5.050 -0.807 0.30 0.63 -0.30
O -1.068 5.791 -1.319 -0.68 -0.43 0.75
H -1.517 6.557 -0.913 0.38 -0.22 -0.37
C -2.275 2.259 -2.500 -0.36 -0.58 0.21
H -3.272 2.164 -2.957 0.42 0.91 -0.46
H -2.113 3.198 -1.935 -0.40 -0.49 -0.52
H -1.440 2.109 -3.213 -0.66 0.11 0.19
C -3.675 0.991 -0.134 0.21 -0.05 -0.84
H -3.505 1.907 0.470 -0.40 -0.48 -0.51
H -4.545 1.031 -0.813 -0.30 0.08 1.07
H -3.629 0.115 0.548 -0.28 0.53 -0.61
C 2.262 -2.628 0.636 0.41 0.41 -0.52
H 3.195 -3.135 0.351 -0.38 -0.52 0.57
H 2.157 -2.433 1.719 0.32 -0.17 -0.56
H 1.350 -3.150 0.293 0.61 0.13 0.06
C 3.901 -0.106 0.250 -0.43 -0.71 -0.40
H 3.813 0.132 1.332 0.33 -0.28 -0.71
H 4.704 -0.824 0.005 0.30 0.92 0.42
H 3.929 0.834 -0.345 0.30 -0.73 0.38
O -2.794 1.664 4.350 1.35 -0.81 -1.44
S -1.527 1.503 3.662 -0.07 1.02 2.15
O -0.802 2.710 3.348 0.08 -0.66 -0.37
N -1.556 0.570 2.263 0.54 -1.35 0.27
C -1.024 -0.655 2.506 -1.17 1.98 -1.29
S -1.116 -1.718 1.165 0.50 -0.51 -0.16
C -0.348 -0.830 3.770 0.51 -0.41 0.35
C 0.457 -1.925 4.133 -0.47 0.09 -0.06
C 1.092 -1.929 5.375 -0.22 0.38 -0.15
C 0.936 -0.808 6.215 -0.24 -0.11 -0.50
C 0.153 0.306 5.809 -0.04 0.06 0.16
C -0.493 0.307 4.565 0.68 -0.73 0.67
H 0.528 -2.766 3.438 -0.01 0.20 0.33
H 1.689 -2.800 5.676 -0.28 0.55 -0.06
H 1.446 -0.838 7.190 -0.44 0.34 -0.53
H 0.061 1.152 6.487 0.00 -0.11 -0.17
```
Forces are in eV/Å.


# C4H12N3O

An isolated ion of composition C4H12N3O and charge +1 (wB97M-V/def2-TZVPD, the Open Molecules 2025 dataset).

Output
- LUMO energy (eV) = -3.0
- relative energy (zero: lowest compared OMol25 entry of this formula, charge and spin) (kJ/mol) = 85.2
- charge = +1
- gap between HOMO and LUMO (hartree) = 0.401
- SMILES = NCC[C@H]([NH3+])C(N)=O

XYZ file:
```
20
Properties=species:S:1:pos:R:3:forces:R:3
N 0.558 -1.212 2.046 1.51 -0.02 0.06
C 1.442 -1.198 0.847 -1.58 0.47 -0.63
C 0.846 -0.216 -0.247 1.33 0.05 1.49
C -0.521 0.447 0.057 1.04 -1.08 -2.21
N -1.466 -0.732 -0.083 -0.85 0.03 0.55
C -0.814 1.222 -1.273 -1.25 0.02 0.19
N -0.391 2.473 -1.431 0.60 0.75 -0.24
O -1.527 0.665 -2.098 0.31 -0.03 -0.07
H 0.517 -0.227 2.377 0.22 -1.13 0.30
H 1.141 -1.780 2.708 -1.27 0.93 -0.15
H 1.431 -2.224 0.415 0.44 0.69 0.43
H 2.442 -0.833 1.068 0.21 -0.43 0.00
H 0.715 -0.821 -1.124 -0.12 0.07 -0.79
H 1.639 0.523 -0.456 -0.64 -0.07 -0.08
H -0.625 1.097 0.928 -0.19 -0.62 0.08
H -1.133 -1.648 0.210 0.78 0.24 0.48
H -2.355 -0.639 0.407 -0.10 0.38 -0.07
H -1.659 -0.769 -1.115 -0.20 0.46 0.14
H 0.360 2.919 -0.933 -0.06 -0.30 0.50
H -0.601 2.950 -2.301 -0.18 -0.40 0.01
```
Forces are in eV/Å.


# Br2HOP

A single Br2HOP molecule (wB97M-V/def2-TZVPD, the Open Molecules 2025 dataset).

Output
- LUMO energy (eV) = 0.0
- relative energy (zero: lowest compared OMol25 entry of this formula, charge and spin) (kJ/mol) = 72.6
- gap between HOMO and LUMO (hartree) = 0.373
- SMILES = OP(Br)Br

XYZ file:
```
5
Properties=species:S:1:pos:R:3:forces:R:3
O 0.935 0.430 -0.747 -3.12 -2.09 0.71
P -0.472 -0.757 -0.224 2.85 2.55 -1.26
Br -1.954 0.803 -0.579 -0.37 0.04 -0.21
Br -0.263 -0.562 1.942 0.13 -0.15 0.52
H 1.753 0.087 -0.392 0.51 -0.36 0.24
```
Forces are in eV/Å.


# C5H8NO

An isolated ion of composition C5H8NO and charge -1 (wB97M-V/def2-TZVPD, the Open Molecules 2025 dataset).

Output
- LUMO energy (eV) = 4.1
- relative energy (zero: lowest compared OMol25 entry of this formula, charge and spin) (kJ/mol) = 273.5
- charge = -1
- gap between HOMO and LUMO (hartree) = 0.202
- SMILES = C=CN([O-])C(=C)C

XYZ file:
```
15
Properties=species:S:1:pos:R:3:forces:R:3
C 2.874 0.243 0.157 0.99 -1.63 0.26
C 1.646 0.168 -0.343 -3.05 -4.29 1.98
N 0.600 -0.950 -0.111 0.70 2.83 0.19
O 0.881 -2.261 0.156 0.90 1.07 -0.29
C -0.768 -0.596 -0.008 2.19 -1.33 -1.77
C -1.667 -1.574 -0.264 1.58 -1.13 0.44
C -1.191 0.836 0.249 -0.06 -2.32 -1.82
H 3.482 0.930 -0.369 0.83 1.00 -0.08
H 3.425 -0.519 0.773 -1.12 0.73 -0.66
H 1.278 0.905 -1.000 -0.47 0.84 -0.63
H -1.378 -2.632 -0.362 0.20 0.86 -0.12
H -2.645 -1.434 0.008 -2.54 0.62 0.42
H -0.397 1.291 0.740 1.47 1.64 0.21
H -1.884 0.641 1.008 -1.87 0.51 0.88
H -1.594 1.205 -0.715 0.25 0.58 0.99
```
Forces are in eV/Å.


Number 1: DFT total energy -1195.577901 Ha, strongest force on any atom 4.31 eV/Å. Number 2: DFT total energy -1297.623355 Ha, strongest force on any atom 2.37 eV/Å. Number 3: DFT total energy -3152.543348 Ha, strongest force on any atom 2.63 eV/Å. Number 4: DFT total energy -398.884864 Ha, strongest force on any atom 2.67 eV/Å. Number 5: DFT total energy -5565.259224 Ha, strongest force on any atom 4.02 eV/Å. Number 6: DFT total energy -325.172750 Ha, strongest force on any atom 5.62 eV/Å.